Entry from the OMol25 dataset: a cluster of 3 separate species, C22H48N2O9PS in total at a distorted geometry (wB97M-V/def2-TZVPD).

Last column: Löwdin charge in e.
Element x y z (Å)
C: -1.738 2.039 4.346  -0.1126
C: -1.648 2.358 2.741  -0.3320
N: -0.920 1.229 2.141  -0.2734
P: -0.450 1.447 0.423  0.4699
C: -0.189 -0.442 0.309  -0.2714
C: 0.729 -1.045 -0.819  -0.2803
N: 2.012 -1.344 -0.754  0.0784
C: -2.337 1.151 -0.016  -0.2792
C: -3.116 2.512 -0.400  -0.2992
O: -3.287 2.722 -1.827  -0.1419
C: 1.415 1.798 0.866  -0.2969
C: 1.744 1.926 2.423  -0.2367
C: 1.988 0.510 3.182  -0.2181
C: 3.262 -0.292 2.640  -0.1609
C: 2.898 -1.869 2.801  -0.2004
O: 3.646 -2.715 1.879  -0.0634
C: 3.029 -4.005 1.997  -0.3917
C: 2.683 -4.906 0.713  0.0019
O: 2.749 -4.524 3.111  0.0207
S: 0.068 1.895 -1.638  0.5885
C: -0.855 1.022 -2.974  -0.2196
O: -0.288 3.379 -1.856  -0.4694
O: 1.550 1.836 -1.987  -0.4544
H: -2.720 2.419 4.776  0.0572
H: -0.816 2.504 4.842  0.0618
H: -1.649 0.908 4.435  0.0601
H: -1.109 3.364 2.682  0.1037
H: -2.732 2.489 2.408  0.0935
H: -1.318 0.313 2.356  0.0629
H: -0.660 2.859 0.611  0.0198
H: 0.279 -0.770 1.314  0.0695
H: -1.188 -1.023 0.273  0.0891
H: 0.227 -1.334 -1.815  0.0942
H: 2.300 -1.102 0.206  -0.0047
H: -2.919 0.726 0.885  0.0833
H: -2.492 0.374 -0.835  0.0621
H: -2.681 3.447 0.078  0.0909
H: -4.183 2.410 0.032  0.1036
H: -4.200 2.439 -2.060  0.0894
H: 1.607 2.847 0.423  0.0894
H: 2.131 1.030 0.440  0.0529
H: 2.798 2.413 2.464  0.1064
H: 1.089 2.639 3.017  0.0832
H: 1.030 -0.108 3.266  0.0844
H: 2.241 0.813 4.269  0.1057
H: 3.595 -0.023 1.588  0.1065
H: 4.121 -0.110 3.377  0.1095
H: 1.789 -1.966 2.501  0.1154
H: 3.040 -2.115 3.901  0.1318
H: 1.848 -4.459 0.074  0.0864
H: 2.397 -5.972 1.028  0.0939
H: 3.642 -4.959 0.100  0.0674
H: -1.324 0.022 -2.679  0.0422
H: -0.078 0.758 -3.786  0.0703
H: -1.629 1.674 -3.522  0.0660
O: -5.786 4.378 0.389  0.0850
C: -5.484 5.386 -0.211  -0.5209
O: -6.234 5.800 -1.250  -0.0056
C: -6.083 7.073 -1.894  -0.2390
C: -5.013 7.016 -2.966  -0.0652
C: -4.228 6.135 0.129  0.0137
H: -5.898 7.864 -1.163  0.1107
H: -7.044 7.298 -2.359  0.1176
H: -4.034 6.778 -2.547  0.0739
H: -4.943 7.971 -3.491  0.0781
H: -5.244 6.232 -3.691  0.0844
H: -3.385 5.678 -0.392  0.0969
H: -4.067 6.068 1.207  0.0959
H: -4.273 7.197 -0.105  0.0672
O: 5.629 -6.396 -0.686  0.1032
C: 5.003 -6.869 -1.606  -0.5250
O: 3.669 -7.008 -1.504  -0.0196
C: 2.809 -7.367 -2.595  -0.2245
C: 2.736 -8.872 -2.758  -0.0695
C: 5.704 -7.391 -2.828  0.0075
H: 3.110 -6.862 -3.516  0.1163
H: 1.817 -6.986 -2.342  0.1252
H: 3.711 -9.299 -2.998  0.0650
H: 2.034 -9.139 -3.552  0.0805
H: 2.407 -9.339 -1.827  0.0841
H: 6.036 -8.414 -2.642  0.0955
H: 6.573 -6.760 -3.023  0.0938
H: 5.096 -7.360 -3.729  0.0690

- Relative energy (zero: lowest compared OMol25 entry of this formula, charge and spin): 77.6 kcal per mole
- Molar mass: 547.67 g/mol
- Charge: -1

***

Entry from the OMol25 dataset: a cluster of 3 separate species, C22H48N2O9PS in total at a distorted geometry (wB97M-V/def2-TZVPD).

Last column: Löwdin charge in e.
Element x y z (Å)
C: 2.625 -2.965 3.351  -0.0937
C: 2.799 -1.948 2.159  -0.3542
N: 1.497 -1.483 1.779  -0.2426
P: 1.392 -0.497 0.258  0.5813
C: -0.348 0.135 0.843  -0.2513
C: -1.346 0.692 -0.137  -0.3254
N: -2.280 0.095 -0.725  0.1082
C: 2.217 1.001 1.235  -0.2728
C: 3.697 1.246 0.891  -0.3182
O: 3.918 2.329 -0.029  -0.1076
C: 0.646 -1.953 -0.797  -0.2845
C: 0.590 -3.330 -0.098  -0.2492
C: -0.627 -3.578 0.813  -0.2196
C: -1.972 -3.586 0.055  -0.1625
C: -3.050 -3.017 0.999  -0.1781
O: -4.162 -2.475 0.248  -0.0059
C: -4.976 -1.789 1.072  -0.5815
C: -5.494 -0.461 0.584  0.0192
O: -5.308 -2.188 2.120  0.1281
S: 1.450 0.665 -1.665  0.5260
C: 1.220 2.460 -1.559  -0.1918
O: 2.822 0.509 -2.167  -0.4317
O: 0.569 0.182 -2.728  -0.4196
H: 3.462 -2.900 4.047  0.0530
H: 2.509 -3.966 2.934  0.0537
H: 1.687 -2.707 3.845  0.0549
H: 3.300 -2.514 1.377  0.0894
H: 3.487 -1.171 2.544  0.0926
H: 0.972 -1.101 2.553  0.0651
H: 2.683 -1.015 -0.110  0.0241
H: -0.836 -0.724 1.319  0.0566
H: -0.254 0.871 1.648  0.0723
H: -1.303 1.770 -0.325  0.0869
H: -2.257 -0.884 -0.423  0.0172
H: 2.205 0.802 2.308  0.0651
H: 1.670 1.944 1.125  0.0596
H: 4.219 0.354 0.541  0.0823
H: 4.196 1.537 1.823  0.0935
H: 4.178 3.094 0.492  0.0785
H: 1.361 -2.067 -1.614  0.0679
H: -0.351 -1.742 -1.181  0.0481
H: 0.424 -4.057 -0.915  0.1037
H: 1.522 -3.651 0.363  0.0834
H: -0.608 -2.946 1.699  0.0805
H: -0.485 -4.599 1.192  0.1031
H: -1.958 -3.065 -0.901  0.1063
H: -2.249 -4.630 -0.101  0.1065
H: -2.587 -2.185 1.534  0.1073
H: -3.326 -3.803 1.699  0.1261
H: -4.700 0.282 0.509  0.0730
H: -6.277 -0.103 1.238  0.0809
H: -5.919 -0.629 -0.407  0.0696
H: 0.688 2.807 -0.674  0.0309
H: 0.588 2.726 -2.410  0.0514
H: 2.144 3.009 -1.691  0.0402
O: 6.764 1.515 2.220  0.0992
C: 7.395 1.449 1.201  -0.5228
O: 8.116 2.517 0.795  -0.0059
C: 9.046 2.471 -0.287  -0.2460
C: 8.358 2.698 -1.619  -0.0631
C: 7.326 0.226 0.320  0.0177
H: 9.618 1.542 -0.270  0.1098
H: 9.755 3.278 -0.102  0.1174
H: 7.627 1.919 -1.833  0.0737
H: 9.090 2.720 -2.428  0.0776
H: 7.819 3.646 -1.607  0.0833
H: 6.454 0.308 -0.330  0.0964
H: 7.217 -0.648 0.959  0.0933
H: 8.217 0.063 -0.283  0.0671
O: -8.080 -0.801 -1.902  0.1128
C: -8.132 0.385 -2.078  -0.5234
O: -7.640 1.214 -1.136  -0.0154
C: -7.471 2.620 -1.321  -0.2300
C: -8.746 3.379 -1.011  -0.0683
C: -8.817 0.970 -3.291  0.0102
H: -7.092 2.838 -2.320  0.1159
H: -6.693 2.918 -0.620  0.1257
H: -9.557 3.096 -1.683  0.0645
H: -8.582 4.454 -1.098  0.0794
H: -9.079 3.156 0.003  0.0826
H: -9.886 1.043 -3.095  0.0929
H: -8.653 0.300 -4.131  0.0902
H: -8.435 1.945 -3.588  0.0687

- Relative energy (zero: lowest compared OMol25 entry of this formula, charge and spin): 0.0 kcal per mole
- Molar mass: 547.67 g/mol
- Charge: -1

***

Entry from the OMol25 dataset: a cluster of 3 separate species, C22H49BFN4O7S in total at a distorted geometry (wB97M-V/def2-TZVPD).

Last column: Löwdin charge in e.
Element x y z (Å)
C: -2.586 -2.586 1.486  -0.0918
C: -1.738 -1.346 1.166  -0.1465
B: -0.529 -1.614 0.188  -0.4169
O: -0.133 -2.910 -0.065  0.1452
C: 0.259 -0.458 -0.636  -0.1026
C: -0.611 0.706 -1.095  -0.2449
C: -1.906 0.427 -1.833  -0.0376
C: -1.995 1.186 -3.156  -0.4459
O: -1.272 2.099 -3.386  0.1582
N: -2.978 0.752 -4.089  -0.1699
C: -4.314 0.680 -3.504  -0.0782
C: -2.594 -0.542 -4.664  -0.0647
N: -0.672 1.508 0.143  0.1514
C: 0.538 1.298 0.758  -0.2802
N: 0.882 2.113 1.735  0.1495
C: 2.111 2.147 2.541  -0.1272
C: 2.162 3.479 3.308  -0.1631
C: 2.422 3.316 4.799  -0.2013
C: 1.206 2.834 5.606  -0.2198
S: -0.233 3.882 5.646  0.5921
O: -1.274 3.260 4.872  -0.2967
O: -0.487 4.229 7.004  -0.2493
O: 0.250 5.185 4.875  -0.1564
N: 1.257 0.316 0.170  0.0574
C: 2.256 -0.505 0.876  -0.1129
C: 3.095 -1.344 -0.110  -0.1134
C: 2.994 -2.856 0.046  -0.2025
F: 4.244 -3.413 -0.172  -0.0407
H: -3.052 -2.964 0.578  0.0845
H: -1.991 -3.371 1.949  0.0746
H: -3.395 -2.313 2.162  0.0799
H: -2.391 -0.625 0.658  0.0896
H: -1.416 -0.845 2.087  0.1105
H: 0.175 -3.363 0.731  0.1185
H: 0.692 -0.964 -1.501  0.1554
H: 0.029 1.288 -1.763  0.1502
H: -2.052 -0.637 -2.033  0.1280
H: -2.761 0.742 -1.228  0.1293
H: -5.012 0.379 -4.284  0.0954
H: -4.400 -0.062 -2.697  0.0819
H: -4.613 1.660 -3.136  0.0971
H: -1.518 -0.628 -4.805  0.0979
H: -3.078 -0.690 -5.627  0.0753
H: -2.918 -1.377 -4.023  0.0860
H: -1.478 1.412 0.747  0.1507
H: 0.198 2.829 1.933  0.1543
H: 2.070 1.320 3.255  0.1138
H: 2.982 2.024 1.905  0.1245
H: 1.252 4.046 3.134  0.0912
H: 2.967 4.082 2.885  0.1271
H: 3.228 2.600 4.976  0.1216
H: 2.768 4.257 5.225  0.1233
H: 0.901 1.841 5.275  0.0945
H: 1.509 2.751 6.649  0.1109
H: -0.494 5.476 4.321  0.1119
H: 1.810 -1.124 1.661  0.1242
H: 2.972 0.142 1.367  0.0987
H: 4.146 -1.104 0.054  0.1239
H: 2.889 -1.040 -1.136  0.1206
H: 2.334 -3.293 -0.703  0.1158
H: 2.658 -3.145 1.045  0.1149
C: -1.871 -1.797 -10.154  -0.0612
C: -2.415 -1.403 -8.791  -0.5028
C: -3.207 -0.106 -8.859  -0.0592
O: -1.349 -1.289 -7.843  -0.0664
H: -1.193 -1.025 -10.528  0.0829
H: -1.310 -2.729 -10.088  0.0802
H: -2.675 -1.926 -10.879  0.0822
H: -3.053 -2.202 -8.410  0.1362
H: -2.565 0.712 -9.198  0.0847
H: -3.594 0.165 -7.876  0.0643
H: -4.046 -0.191 -9.551  0.0829
H: -0.761 -0.590 -8.150  0.0879
C: 3.489 -1.658 6.744  -0.0487
C: 2.841 -1.053 5.512  -0.5052
C: 1.518 -1.734 5.188  -0.0575
O: 3.715 -1.116 4.383  -0.0619
H: 3.703 -2.716 6.577  0.0876
H: 4.433 -1.160 6.962  0.0854
H: 2.840 -1.572 7.615  0.0869
H: 2.670 0.015 5.675  0.1166
H: 1.681 -2.793 4.976  0.0853
H: 1.060 -1.284 4.302  0.0570
H: 0.813 -1.656 6.016  0.0866
H: 3.912 -2.042 4.203  0.0893

- Relative energy (zero: lowest compared OMol25 entry of this formula, charge and spin): 6.6 kcal per mole
- Molar mass: 543.53 g/mol
- Charge: +1